136
Properties=species:S:1:pos:R:3:forces:R:3:lowdin_charge:R:1 method="wB97M-V/def2-TZVPD" e_above_lowest_kcal_mol=19.0 e_tot_ev=-72504.4779 gap_ev=8.76
C 1.379309 3.754320 1.399309 -0.9 0.8 -1.0 -0.5954
O 0.544091 3.139978 0.706474 1.6 1.0 1.8 0.0007
N 1.114707 5.014192 2.035370 0.2 -1.3 -0.2 0.1251
N 2.701570 3.406308 1.541644 0.6 0.3 -0.1 0.1500
H 0.173791 5.165414 2.382643 0.3 -0.2 -0.3 0.0918
H 1.855296 5.339375 2.658407 -0.6 -0.1 -0.2 0.0892
H 3.340783 4.139119 1.876865 -0.6 -0.6 -0.3 0.1017
H 3.128226 2.783210 0.851251 -0.6 -0.1 0.2 0.0706
C -1.019050 -0.709473 -0.306202 0.8 -0.2 -0.3 -0.6583
O -1.740892 -0.038279 -1.028076 -0.6 0.0 -0.1 0.0138
N -1.042282 -2.087573 -0.310026 0.7 1.2 1.1 0.1955
N -0.061165 -0.118838 0.479386 -0.2 -0.6 0.1 0.1772
H -1.664508 -2.580818 -0.888160 -0.8 -0.3 -1.0 0.0413
H -0.263744 -2.601524 0.042994 0.2 -0.1 0.4 0.0773
H 0.559098 -0.639705 1.099332 -0.2 0.3 -0.3 0.0645
H -0.056338 0.888708 0.479270 0.2 0.1 0.0 0.0701
C -2.446220 -2.174705 7.479372 1.1 0.8 0.7 -0.1198
O -1.779438 -2.580187 6.307776 -0.2 -0.1 -0.3 -0.2108
C -2.682601 -3.023715 5.308114 -0.3 0.6 0.2 -0.2096
C -3.364862 -1.862978 4.567427 -1.2 -2.1 -0.1 -0.2446
N -2.287538 -1.301432 3.860130 1.0 2.1 -0.5 -0.0731
C -2.722361 -0.218756 2.941796 -0.1 -0.6 1.0 -0.1584
C -3.484276 0.928930 3.706732 0.6 0.1 -2.9 -0.2368
O -2.825827 1.262276 4.867316 0.4 0.6 1.2 -0.1908
C -1.579131 1.871193 4.689505 0.8 1.0 -1.1 -0.1174
H -1.619190 -2.191069 8.244978 -1.2 0.2 -0.4 0.1024
H -3.253957 -2.865871 7.751192 0.1 0.0 0.0 0.0834
H -2.862889 -1.134822 7.383517 0.3 -0.8 0.1 0.0956
H -3.327156 -3.782496 5.744027 -0.4 -0.1 -0.1 0.1157
H -2.085812 -3.402597 4.497275 0.4 -0.8 0.0 0.1091
H -3.993537 -1.173048 5.145669 0.2 -0.1 0.3 0.1157
H -4.006637 -2.341457 3.801104 -0.2 0.1 0.4 0.1215
H -1.680325 -0.949784 4.620157 0.0 0.2 -1.0 0.1113
H -3.385463 -0.671448 2.180955 0.3 0.2 0.3 0.0992
H -1.813678 0.124350 2.419415 -0.6 0.2 0.2 0.0900
H -4.529078 0.728071 3.962372 0.3 -0.3 -0.1 0.1173
H -3.461504 1.753877 2.929396 -0.3 -0.3 1.0 0.1338
H -1.622438 2.862422 4.132449 -0.3 -1.0 0.4 0.1049
H -0.847162 1.254934 4.127347 -0.4 0.1 0.2 0.0840
H -1.140604 2.098321 5.651466 -0.1 -0.1 0.4 0.0820
C -4.314835 3.483555 -4.903206 -1.4 -0.3 1.2 -0.1238
O -4.200402 2.167541 -4.394465 -1.0 -0.8 -0.6 -0.1958
C -5.270202 1.217955 -4.715167 0.8 1.3 0.2 -0.2024
C -4.896633 -0.115821 -4.184188 -0.9 0.5 0.8 -0.2518
N -4.820068 -0.140305 -2.737920 -0.7 -0.7 0.2 -0.0315
C -4.804721 -1.519452 -2.269782 1.1 -0.7 0.9 -0.1795
C -4.721934 -1.691192 -0.706244 2.8 1.1 -1.2 -0.2495
O -5.935396 -1.774258 -0.137410 -2.6 -0.9 -0.8 -0.1790
C -6.141931 -1.530738 1.199088 0.7 -0.3 0.8 -0.1157
H -4.322342 3.527846 -5.958394 0.7 -0.2 -1.5 0.0594
H -3.498262 4.003222 -4.434662 0.3 0.5 -0.2 0.0814
H -5.278734 4.012278 -4.684793 0.5 -0.5 0.6 0.0938
H -5.399441 1.023179 -5.787651 0.0 0.8 -0.2 0.1210
H -6.195923 1.570590 -4.247073 0.0 0.0 -0.2 0.1260
H -4.074155 -0.484331 -4.750373 1.4 -0.4 -0.2 0.1053
H -5.710404 -0.747047 -4.513598 -0.5 -0.4 0.2 0.1173
H -3.976066 0.262017 -2.382794 0.6 0.7 -0.1 0.0865
H -3.872651 -1.991939 -2.654334 -0.5 -0.3 0.1 0.1060
H -5.666884 -2.031629 -2.681614 -0.2 -0.3 0.1 0.1128
H -4.152198 -0.779119 -0.375822 -0.4 -0.5 0.1 0.1130
H -4.058535 -2.555917 -0.427511 -0.5 0.4 -0.4 0.1243
H -7.232365 -1.543064 1.329235 0.5 0.3 0.3 0.0987
H -5.643056 -0.596640 1.442455 -0.4 0.6 0.4 0.0739
H -5.665136 -2.271419 1.887369 -0.3 0.0 -0.5 0.0846
C 2.983138 0.985776 -1.718351 -0.5 0.5 -1.5 -0.1457
O 3.802918 1.502694 -0.719964 1.8 0.2 0.5 -0.2441
C 5.275884 1.660087 -1.042398 -2.6 -0.6 0.2 -0.1314
C 5.499896 3.009234 -1.660651 -0.1 0.2 0.5 -0.2247
N 5.360356 4.110968 -0.687139 0.2 -0.2 -1.0 -0.0324
C 5.246815 5.399170 -1.394406 0.7 -0.1 1.1 -0.2061
C 4.958832 6.601295 -0.471375 1.4 0.4 -0.2 -0.2523
O 3.746217 6.598123 0.211318 -1.0 -0.3 -0.7 -0.1959
C 2.659104 6.636976 -0.716968 -0.3 -0.5 0.2 -0.1067
H 1.944973 1.349003 -1.568103 0.6 -0.2 0.1 0.0942
H 2.957283 -0.104809 -1.794235 0.2 -0.1 0.4 0.0633
H 3.325161 1.333019 -2.722121 -0.3 0.0 0.4 0.0920
H 5.624072 0.889053 -1.740805 -0.4 -0.1 0.2 0.1252
H 5.704498 1.468631 -0.060927 0.4 0.4 -0.2 0.1181
H 4.853616 3.175018 -2.533757 -0.3 -0.3 0.1 0.1190
H 6.478804 2.919296 -2.084007 1.0 0.6 -0.1 0.1096
H 4.483370 3.915880 -0.242811 -0.5 0.2 0.4 0.0588
H 4.426862 5.419431 -2.118287 0.2 -0.3 -0.4 0.1000
H 6.237114 5.527156 -1.890259 -0.8 0.3 0.1 0.1339
H 4.981268 7.461247 -1.164154 0.1 0.1 0.2 0.1156
H 5.698625 6.789680 0.323583 0.1 -0.4 -0.5 0.1287
H 2.831707 7.351027 -1.558251 -0.3 0.0 0.9 0.1029
H 1.756369 6.766349 -0.110367 0.2 0.6 -0.4 0.0820
H 2.498634 5.670767 -1.200716 0.2 -0.2 0.0 0.0763
C 1.268547 -4.764117 3.027059 1.1 -1.2 -0.2 -0.1483
O 0.858620 -3.573525 2.485444 0.0 2.4 0.8 -0.2163
C 1.145461 -2.439682 3.349639 -1.5 0.9 -0.9 -0.2097
C 2.577227 -1.960791 3.286050 -0.3 1.1 -0.8 -0.1772
N 2.774114 -1.328446 1.941508 -0.1 -0.8 0.2 -0.0454
C 3.265769 -2.254460 0.894986 -0.4 1.9 0.0 -0.1843
C 4.738054 -2.513677 1.036169 0.1 -0.1 -0.8 -0.2158
O 5.507072 -1.293003 1.079851 -1.6 -1.0 -0.5 -0.1838
C 6.820771 -1.644822 1.318054 1.1 0.3 -0.8 -0.1460
H 0.564289 -5.186769 3.755064 -0.1 0.0 -0.2 0.0893
H 2.245249 -4.674816 3.565114 -0.4 -0.2 -0.5 0.0905
H 1.377979 -5.373032 2.109429 0.1 -0.6 1.0 0.0999
H 0.861933 -2.595646 4.380091 -0.3 -0.7 0.4 0.1129
H 0.446636 -1.653391 2.972594 0.6 -0.5 0.4 0.1073
H 3.171744 -2.850083 3.468528 0.8 0.0 -0.1 0.0885
H 2.780746 -1.233267 4.114619 -0.2 -0.6 -0.8 0.1374
H 3.345805 -0.488472 1.878249 -0.1 -0.3 0.7 0.1036
H 3.107730 -1.672399 -0.030847 -0.1 -0.6 0.0 0.1096
H 2.649299 -3.160734 0.904039 0.4 0.1 -0.1 0.1156
H 5.067351 -3.224390 0.229065 0.1 0.7 0.5 0.1438
H 4.901822 -2.956578 1.989941 0.2 -0.9 0.9 0.0953
H 7.274469 -2.103577 0.434878 -0.1 -0.5 -0.1 0.0892
H 6.959784 -2.318478 2.167651 0.0 0.2 0.2 0.0930
H 7.360749 -0.720360 1.401540 0.4 0.4 0.7 0.0823
C -0.665635 1.136134 -6.321424 1.3 0.3 -2.2 -0.1137
O 0.259392 0.251534 -5.727154 -0.4 0.9 1.4 -0.1768
C 0.014545 0.263628 -4.327665 -0.5 0.5 0.7 -0.2583
C 0.854468 -0.782488 -3.739740 0.5 -1.3 -0.5 -0.2105
N 0.576015 -2.108122 -4.312784 0.3 0.0 0.1 -0.0406
C -0.704842 -2.647863 -3.911158 0.3 0.3 1.8 -0.2052
C -0.416560 -3.712180 -2.873921 -0.6 -1.8 -0.5 -0.2224
O -1.667684 -4.123211 -2.324818 -0.6 0.7 -0.1 -0.2392
C -1.648873 -5.131751 -1.341566 1.1 1.1 -0.4 -0.0946
H -1.586406 0.599576 -6.567073 -0.1 0.3 0.1 0.0871
H -0.111701 1.413668 -7.256861 -1.0 0.0 0.4 0.0984
H -0.842908 2.078783 -5.784165 0.0 -0.5 0.2 0.0891
H -1.027515 0.038300 -4.113402 -0.4 0.3 -0.1 0.1102
H 0.276161 1.213132 -3.791133 -0.3 -0.2 -0.9 0.1424
H 0.733779 -0.881374 -2.666754 0.1 0.3 0.3 0.1094
H 1.854486 -0.446801 -4.001935 0.6 -0.6 0.3 0.1129
H 0.548084 -2.085468 -5.305356 0.5 0.5 -0.8 0.0889
H -1.237096 -3.089304 -4.731801 -0.4 -0.1 -0.4 0.1228
H -1.331123 -1.882139 -3.406404 0.0 -0.3 -0.4 0.1098
H 0.327180 -3.360065 -2.140964 -0.4 -0.1 0.0 0.1128
H -0.041457 -4.634823 -3.375224 0.4 0.7 0.2 0.1312
H -1.152078 -4.703826 -0.472335 -0.3 -0.3 0.7 0.0753
H -1.057450 -5.961681 -1.665070 0.5 -0.8 -0.3 0.0768
H -2.654451 -5.453952 -1.185971 -0.6 0.0 0.4 0.0873